Computed, not measured: a structure of composition C30H44BBrClN6Re, with the ωB97M-V functional and the def2-TZVPD basis.

XYZ file:
```
84
Properties=species:S:1:pos:R:3
Re 0.238 0.504 -0.591
C -1.978 -2.816 3.114
C -1.913 -2.198 1.759
C -2.736 -2.421 0.670
C -2.297 -1.576 -0.350
N -1.210 -0.914 0.097
N -1.016 -1.270 1.403
B -0.029 -0.496 2.302
N -0.438 0.985 2.298
N -0.634 1.652 1.122
C -1.231 2.817 1.413
C -1.335 2.924 2.804
C -0.839 1.747 3.328
C -0.758 1.322 4.755
C -1.742 3.842 0.423
C -0.719 4.987 0.337
C -3.079 4.393 0.949
C -1.999 3.255 -0.974
N 1.410 -0.672 1.766
N 1.835 -0.323 0.507
C 3.180 -0.582 0.431
C 3.555 -1.104 1.666
C 2.436 -1.139 2.476
C 2.355 -1.630 3.884
C 4.210 -0.386 -0.694
C 5.570 -0.917 -0.216
C 3.849 -1.163 -1.966
C 4.404 1.097 -1.036
C -3.030 -1.394 -1.666
C -2.503 -0.225 -2.505
C -4.506 -1.104 -1.334
C -2.952 -2.696 -2.481
H -2.741 -3.591 3.119
H -2.235 -2.078 3.875
H -1.024 -3.266 3.389
H -3.577 -3.093 0.645
H -0.072 -0.923 3.409
H -1.756 3.737 3.372
H -1.051 2.150 5.395
H 0.255 1.022 5.024
H -1.425 0.483 4.956
H -0.620 5.487 1.302
H -1.044 5.724 -0.400
H 0.262 4.612 0.042
H -2.991 4.806 1.953
H -3.842 3.610 0.963
H -3.420 5.193 0.290
H -1.148 3.381 -1.635
H -2.847 3.760 -1.437
H -2.258 2.190 -0.927
H 4.534 -1.420 1.972
H 3.338 -1.982 4.188
H 1.649 -2.455 3.975
H 2.043 -0.841 4.568
H 5.530 -1.976 0.042
H 5.953 -0.349 0.634
H 6.281 -0.805 -1.035
H 3.688 -2.222 -1.751
H 4.677 -1.079 -2.672
H 2.962 -0.759 -2.441
H 4.524 1.706 -0.136
H 3.572 1.481 -1.613
H 5.306 1.204 -1.642
H -2.227 0.632 -1.876
H -3.288 0.119 -3.181
H -1.648 -0.510 -3.110
H -4.608 -0.167 -0.781
H -4.955 -1.900 -0.742
H -5.072 -1.019 -2.263
H -1.920 -3.018 -2.612
H -3.387 -2.536 -3.470
H -3.507 -3.497 -1.990
Br 1.567 -3.444 -5.925
C 1.185 -2.329 -4.452
C 1.129 -0.954 -4.627
C 0.864 -0.141 -3.538
C 0.640 -0.675 -2.257
C 0.686 -2.070 -2.130
C 0.964 -2.895 -3.206
H 1.304 -0.522 -5.604
H 0.835 0.929 -3.694
H 0.520 -2.528 -1.159
H 1.011 -3.969 -3.082
Cl 1.294 2.285 -1.413
```

Output
Energy above the lowest of the compared OMol25 structures with the same formula, charge and spin   0.479 eV
HOMO energy (spin up / spin down)   -11.05 / -11.42 eV
Gap between HOMO and LUMO (spin up / spin down)   6.932 / 7.082 eV
2S+1   4
Total charge   +1

Atom charges from the Mulliken analysis, given in e for atoms 1 to 6: 0.735 -1.457 0.493 -1.111 -0.445 0.256